3 unconnected molecules or ions with the total composition C30H63BrN6O8P3 in a non-equilibrium geometry, computed with wB97M-V/def2-TZVPD.

Structure (XYZ):
```
111
Properties=species:S:1:pos:R:3:mulliken_charge:R:1
H -9.046 -3.884 -5.079 0.34
O 1.278 1.988 1.683 -0.42
H -8.190 -5.517 -3.645 0.34
H 3.458 -2.947 3.025 0.37
C 0.934 0.954 0.705 0.34
H 6.285 -7.176 -1.837 0.27
C 5.250 -2.664 1.712 -0.39
H -2.610 0.740 0.738 0.29
H 4.937 -2.414 3.933 0.30
C 3.066 6.199 1.192 -1.17
H 0.235 9.421 2.944 0.37
C 6.316 -4.697 0.379 -0.68
H 4.655 -0.220 2.212 0.49
H -9.482 -2.750 -3.776 0.32
O -0.785 7.112 0.259 -0.83
H 3.979 8.429 2.148 0.33
C 4.346 -2.256 2.975 -0.86
H -0.607 10.094 0.880 0.33
O 3.193 1.095 0.686 -0.58
N -7.231 -2.370 -1.548 0.22
H -4.670 -1.934 -5.083 0.32
H -7.961 -0.384 -1.658 0.36
H 2.750 5.633 0.311 0.25
C -8.665 -3.093 -4.426 -1.04
H 4.903 -2.086 0.804 0.24
C 2.220 0.046 0.970 1.85
O -1.924 0.880 1.429 -0.47
C -4.161 -2.542 -4.329 -0.99
H 2.864 5.585 2.077 0.42
C -8.194 -1.336 -1.181 -1.20
O -5.659 -0.964 -2.706 -0.77
H 4.651 -8.624 -0.661 0.33
C 0.891 1.568 -0.766 -0.44
H 0.973 9.586 -2.027 0.36
H 0.465 10.920 -0.258 0.38
H -7.615 -3.476 0.183 0.41
H -8.378 -2.257 -5.073 0.34
H 3.131 -5.969 -0.246 -0.10
P 0.645 7.334 0.761 0.83
H 1.904 -1.570 2.520 0.59
C -0.185 6.081 2.995 -1.24
H 2.253 -8.746 0.905 0.34
H -2.510 3.259 -1.299 0.36
H 4.147 6.344 1.105 0.40
O 3.406 2.995 1.929 -0.54
H 0.740 7.851 -1.907 0.33
H -3.571 -3.286 -4.872 0.37
N -5.134 -3.197 -3.444 0.12
N -7.514 -3.552 -3.647 0.05
P -0.585 -0.141 1.098 0.08
H 6.244 -4.201 -0.639 0.26
H 3.721 -7.892 1.603 0.28
C 0.421 10.129 0.498 -1.05
H 0.157 8.322 4.275 0.41
H -0.649 5.441 2.245 0.40
H -4.137 -3.355 -1.571 0.35
C -1.608 2.608 -1.409 -0.26
H 4.187 -4.458 0.901 -0.13
H -8.226 -1.152 -0.104 0.42
H 6.322 -2.433 2.002 0.31
C -6.758 -3.084 -0.379 -1.17
H 2.031 -7.098 1.675 0.27
N 2.358 7.483 1.256 0.10
C 5.469 -6.662 -1.233 -0.71
H 1.172 0.726 -1.475 0.43
C 2.905 8.292 2.314 -0.82
H 5.254 -4.850 2.314 0.28
H 2.489 9.297 2.344 0.18
H 4.039 -0.239 3.908 0.39
C -0.521 2.141 -1.142 -0.50
C -4.394 -3.958 -2.451 -1.09
H -8.660 -4.601 -2.206 0.28
H 2.056 -7.218 -0.982 0.38
N 0.238 7.359 2.424 0.23
C 4.247 -7.671 -1.130 -0.76
C -7.853 -4.756 -2.934 -0.83
C 2.736 -7.738 1.068 -1.11
C 0.458 8.806 -1.457 -1.07
H -1.286 8.581 3.261 0.33
C -0.194 8.469 3.245 -1.20
H -9.201 -1.630 -1.499 0.28
H -0.910 6.199 3.804 0.40
C 6.124 -6.275 0.162 -0.29
H 1.093 10.476 1.286 0.23
C 3.899 -0.715 2.884 -0.75
H 2.778 7.833 3.304 0.27
H 1.633 2.396 -0.935 0.41
H 3.909 -7.899 -2.191 0.30
H -7.005 -5.201 -2.418 0.17
P -6.493 -2.192 -3.083 0.80
C 2.310 -1.202 -0.027 -0.11
H 5.538 -6.705 1.033 0.06
H -3.460 -4.355 -2.860 0.40
O 1.678 -2.327 0.207 -0.76
C 2.675 2.147 1.512 0.27
H -4.946 -4.847 -2.137 0.24
H -6.166 -3.962 -0.622 0.37
H -0.623 8.934 -1.582 0.33
C 5.188 -4.206 1.383 -0.20
H 7.161 -6.732 0.242 0.43
H 7.366 -4.529 0.780 0.32
N 0.853 8.854 -0.044 0.15
H 1.865 0.089 3.212 0.48
H -6.162 -2.450 0.287 0.34
Br -1.243 -1.228 -0.804 -0.13
H 0.681 5.545 3.398 0.30
C 2.986 -7.086 -0.357 0.01
O 2.986 -1.099 -1.084 -0.82
H 5.163 -5.745 -1.817 0.38
C 2.389 -0.551 2.429 -1.09
H -3.479 -1.890 -3.772 0.29
```

Summary:
HOMO-LUMO gap = 5.35 eV
E_HOMO = -5.03 eV
LUMO level = 0.318 eV
Total charge = -1